Entry 1:
# C15H21F6O18PS2Si2

A structure of composition C15H21F6O18PS2Si2 at a distorted geometry (wB97M-V/def2-TZVPD, the OMol25 dataset).

Cartesian coordinates (Å):
O -2.700 1.666 -0.825
S -1.853 1.540 -2.114
O -0.455 0.969 -1.666
F -1.531 3.021 -2.918
Si -2.638 0.037 -3.518
O -1.223 -0.759 -4.190
Si -1.605 -1.728 -5.606
P 0.335 -2.639 -6.249
S 0.857 -2.142 -8.056
H -3.541 -0.853 -2.775
H -3.460 0.755 -4.483
H -2.591 -2.776 -5.383
H -2.058 -0.923 -6.741
H 1.424 -2.196 -5.373
H 0.243 -4.087 -6.039
C -1.395 2.674 1.809
C -0.111 1.918 1.841
O 0.296 2.017 3.187
C -0.860 2.124 3.900
O -0.938 1.956 5.106
O -1.923 2.437 3.098
F 0.822 2.518 1.069
H -1.249 3.751 1.669
H -2.073 2.309 1.034
H -0.204 0.863 1.562
C 3.892 -0.761 -3.129
C 4.384 -1.916 -2.325
O 3.762 -3.027 -2.929
C 3.591 -2.672 -4.234
O 3.339 -3.460 -5.130
O 3.744 -1.325 -4.417
F 3.955 -1.831 -1.046
H 2.923 -0.387 -2.783
H 4.604 0.069 -3.144
H 5.471 -2.047 -2.346
C 0.892 -0.200 6.392
C 2.209 -0.738 5.947
O 2.548 -1.659 6.959
C 1.355 -2.109 7.441
O 1.229 -3.109 8.128
O 0.317 -1.308 7.054
F 3.147 0.237 5.928
H 0.991 0.633 7.096
H 0.270 0.122 5.553
H 2.182 -1.248 4.978
C 1.046 3.009 -5.174
C 1.696 1.744 -5.621
O 0.636 1.014 -6.195
C -0.230 1.955 -6.665
O -1.125 1.725 -7.461
O 0.032 3.192 -6.142
F 2.172 1.047 -4.566
H 0.590 2.923 -4.182
H 1.740 3.854 -5.168
H 2.490 1.886 -6.363
C -2.996 -1.101 7.275
C -2.908 -0.758 5.828
O -4.251 -0.786 5.400
C -4.980 -0.450 6.501
O -6.149 -0.102 6.468
O -4.240 -0.544 7.648
F -2.225 -1.706 5.148
H -3.014 -2.181 7.454
H -2.180 -0.663 7.857
H -2.478 0.229 5.625

Values from the calculation:
* charge: 0
* gap between HOMO and LUMO: 6.82 eV
* HOMO level: -8.603 eV
* total energy: -115769.1908 eV

---

Entry 2:
# C56H140O28

A cluster of 14 separate species, C56H140O28 in total at a distorted geometry (wB97M-V/def2-TZVPD, the OMol25 dataset).

Cartesian coordinates (Å):
C 7.630 -0.875 1.020
O 7.968 0.490 0.956
C 8.762 0.871 2.099
C 9.261 2.304 2.034
O 10.361 2.702 1.195
C 9.990 2.936 -0.178
H 7.369 -1.265 2.004
H 8.409 -1.581 0.731
H 6.901 -1.022 0.224
H 9.575 0.234 2.448
H 8.034 0.870 2.911
H 9.680 2.488 3.023
H 8.436 3.015 2.042
H 10.919 2.873 -0.746
H 9.590 3.945 -0.278
H 9.315 2.234 -0.667
C 4.114 12.390 -2.007
O 4.223 11.148 -2.638
C 3.008 10.342 -2.557
C 3.349 9.004 -3.214
O 3.758 9.062 -4.578
C 2.737 8.993 -5.535
H 4.978 12.977 -2.319
H 4.126 12.402 -0.917
H 3.231 12.915 -2.370
H 2.150 10.796 -3.052
H 2.741 10.007 -1.555
H 2.619 8.210 -3.057
H 4.123 8.588 -2.570
H 2.172 9.917 -5.656
H 2.112 8.106 -5.425
H 3.200 8.792 -6.501
C -4.481 2.345 -6.991
O -5.153 1.256 -7.655
C -5.898 1.404 -8.853
C -6.801 2.690 -9.055
O -8.046 2.712 -8.310
C -7.875 2.965 -6.913
H -5.207 3.089 -6.663
H -3.713 2.775 -7.635
H -3.922 1.976 -6.131
H -6.318 0.420 -9.059
H -5.197 1.505 -9.682
H -6.999 2.826 -10.118
H -6.327 3.666 -8.953
H -8.845 3.020 -6.419
H -7.447 3.960 -6.788
H -7.305 2.150 -6.466
C 1.360 -5.780 -5.616
O 1.569 -6.462 -6.904
C 1.832 -5.547 -7.996
C 1.999 -6.435 -9.249
O 3.201 -7.180 -9.289
C 3.478 -8.247 -8.447
H 1.299 -6.695 -5.028
H 0.478 -5.143 -5.545
H 2.260 -5.225 -5.352
H 2.753 -5.023 -7.743
H 1.072 -4.767 -8.040
H 2.088 -5.725 -10.071
H 1.167 -7.130 -9.361
H 2.616 -8.894 -8.288
H 3.863 -7.896 -7.489
H 4.324 -8.785 -8.875
C -11.531 -3.561 -1.553
O -10.855 -2.557 -0.706
C -11.842 -1.882 0.106
C -11.318 -1.067 1.249
O -10.939 -1.927 2.322
C -10.305 -1.312 3.457
H -12.018 -4.274 -0.887
H -10.881 -4.120 -2.225
H -12.387 -3.211 -2.131
H -12.516 -2.613 0.552
H -12.379 -1.150 -0.496
H -12.110 -0.376 1.536
H -10.374 -0.668 0.877
H -10.079 -2.206 4.038
H -10.953 -0.684 4.069
H -9.379 -0.796 3.206
C -5.105 5.780 7.118
O -4.186 6.227 8.089
C -4.308 7.570 8.303
C -3.418 8.029 9.471
O -3.539 9.446 9.621
C -2.468 10.059 10.362
H -4.744 4.767 6.935
H -5.012 6.288 6.158
H -6.116 5.662 7.506
H -5.376 7.754 8.418
H -3.914 8.076 7.421
H -2.378 7.759 9.287
H -3.709 7.524 10.393
H -2.392 9.705 11.390
H -2.703 11.124 10.349
H -1.498 10.108 9.867
C 4.567 -9.498 -0.494
O 5.725 -10.367 -0.425
C 7.105 -9.922 -0.735
C 7.265 -9.008 -1.909
O 6.624 -7.740 -1.694
C 6.654 -6.905 -2.935
H 4.295 -9.280 -1.526
H 4.793 -8.570 0.032
H 3.700 -9.906 0.026
H 7.705 -10.831 -0.701
H 7.450 -9.377 0.144
H 7.064 -9.647 -2.769
H 8.313 -8.715 -1.980
H 5.892 -7.171 -3.668
H 7.646 -6.985 -3.379
H 6.497 -5.853 -2.698
C 4.468 1.929 -11.627
O 4.706 2.002 -13.057
C 4.622 0.734 -13.715
C 5.066 0.792 -15.197
O 4.256 1.684 -16.029
C 3.663 2.895 -15.558
H 5.129 1.197 -11.162
H 3.424 1.750 -11.370
H 4.583 2.923 -11.194
H 3.631 0.293 -13.607
H 5.267 0.048 -13.167
H 5.161 -0.197 -15.646
H 6.082 1.184 -15.232
H 2.761 2.793 -14.954
H 3.498 3.651 -16.326
H 4.440 3.379 -14.966
C 6.563 8.958 3.438
O 6.247 9.406 4.735
C 6.417 8.273 5.687
C 5.209 7.416 5.928
O 5.076 6.686 4.691
C 4.178 5.539 4.748
H 7.466 8.356 3.543
H 6.883 9.770 2.786
H 5.853 8.407 2.822
H 6.608 8.771 6.638
H 7.319 7.682 5.532
H 4.456 8.183 6.106
H 5.383 6.847 6.842
H 3.205 5.855 4.370
H 4.013 5.175 5.762
H 4.468 4.688 4.131
C -4.907 -4.640 -1.119
O -4.841 -5.534 -0.087
C -5.583 -5.056 1.021
C -5.199 -5.768 2.314
O -3.845 -5.524 2.781
C -2.881 -6.361 2.154
H -4.805 -5.223 -2.034
H -4.028 -4.068 -0.822
H -5.847 -4.090 -1.170
H -6.624 -5.333 0.852
H -5.484 -4.015 1.329
H -5.478 -6.822 2.296
H -5.824 -5.364 3.111
H -2.048 -6.660 2.791
H -2.473 -5.900 1.255
H -3.294 -7.296 1.775
C -5.578 3.747 -0.624
O -6.608 4.311 -1.448
C -7.416 5.322 -0.884
C -6.968 6.767 -1.062
O -5.676 6.766 -0.458
C -4.815 7.821 -0.954
H -4.770 4.476 -0.576
H -5.107 2.883 -1.092
H -5.934 3.420 0.353
H -7.484 5.054 0.170
H -8.369 5.077 -1.353
H -7.598 7.479 -0.529
H -6.977 7.005 -2.126
H -3.788 7.827 -0.589
H -5.112 8.841 -0.711
H -4.729 7.644 -2.026
C 1.730 0.212 -1.910
O 0.751 -0.178 -1.017
C 0.972 0.074 0.327
C -0.081 -0.616 1.230
O -0.465 0.150 2.360
C -1.440 -0.473 3.229
H 2.633 -0.393 -1.835
H 1.988 1.256 -1.732
H 1.518 0.130 -2.976
H 0.939 1.150 0.495
H 1.967 -0.243 0.638
H 0.300 -1.580 1.566
H -0.989 -0.745 0.640
H -1.053 -1.387 3.680
H -2.360 -0.656 2.675
H -1.566 0.227 4.055
C 3.518 -2.155 8.218
O 3.398 -3.480 8.632
C 3.218 -4.333 7.514
C 3.478 -5.754 7.992
O 3.520 -6.555 6.833
C 3.659 -7.922 7.156
H 2.594 -1.934 7.685
H 4.403 -2.131 7.582
H 3.576 -1.433 9.033
H 3.973 -4.225 6.734
H 2.263 -4.189 7.009
H 2.885 -6.040 8.861
H 4.487 -5.674 8.396
H 3.119 -8.220 8.055
H 4.717 -8.159 7.264
H 3.202 -8.474 6.334
C -2.040 -11.514 10.377
O -2.568 -10.183 10.581
C -3.230 -9.601 9.470
C -3.398 -8.155 9.907
O -2.109 -7.545 10.245
C -2.183 -6.192 10.649
H -1.576 -11.693 9.407
H -2.760 -12.276 10.676
H -1.193 -11.508 11.064
H -4.196 -10.020 9.191
H -2.522 -9.692 8.646
H -3.902 -8.084 10.871
H -3.791 -7.482 9.145
H -1.152 -5.853 10.750
H -2.725 -6.121 11.592
H -2.744 -5.581 9.942

Values from the calculation:
* charge: 0
* gap between HOMO and LUMO: 9.60 eV
* HOMO level: -9.379 eV
* total energy: -117646.4868 eV